{"formula": "C27H30AsIN3O7Sr", "method": "the ωB97M-V functional and the def2-TZVPD basis", "total_charge": -1, "relative_energy_ev": 0.0000, "elements": ["I", "Sr", "As", "O", "O", "O", "O", "O", "O", "O", "N", "N", "N", "C", "C", "C", "C", "C", "C", "C", "C", "C", "C", "C", "C", "C", "C", "C", "C", "C", "C", "C", "C", "C", "C", "C", "C", "C", "C", "C", "H", "H", "H", "H", "H", "H", "H", "H", "H", "H", "H", "H", "H", "H", "H", "H", "H", "H", "H", "H", "H", "H", "H", "H", "H", "H", "H", "H", "H", "H"], "positions_angstrom": [[-1.5482, 0.0921, -4.8139], [-0.4144, 0.3383, -1.8183], [-0.0565, -3.0145, -0.2537], [-2.8491, -0.0541, -0.7859], [3.7891, -1.2075, -0.7728], [1.8948, -2.5205, 3.8302], [-3.5111, -0.0448, 1.4349], [0.2447, 6.4603, 1.1954], [0.4312, 0.4994, 1.7628], [1.8910, -0.4370, -1.7136], [-2.1859, 2.6921, 0.0822], [2.7675, 3.2905, 1.6965], [0.5300, -0.4336, 0.6196], [-0.3175, -2.8979, -2.1752], [3.2284, 1.1087, 2.5630], [0.9708, 1.7529, 1.5216], [1.9588, 4.2374, 1.2373], [-2.7457, -3.7003, 0.6979], [-0.2351, 5.2528, 0.6049], [1.8712, -0.9532, 0.5778], [-3.1518, -0.0372, 0.3400], [2.3214, -1.6433, 1.6464], [0.1101, 2.7596, 1.0828], [-1.3365, 2.4117, 0.9827], [1.4621, -5.4763, -0.6819], [2.2868, 2.0599, 1.8812], [-0.3566, -1.5511, 0.9963], [2.6211, -0.8275, -0.7471], [-0.2760, 3.7438, -2.8930], [0.6117, 4.0583, 0.9667], [-2.5743, 4.4154, -1.5228], [-2.1835, 5.1858, -2.6041], [-1.7812, -2.7783, -2.5750], [1.3847, -2.0885, 2.6298], [-0.6081, 2.9371, -1.7931], [-1.0136, 4.8581, -3.2803], [-1.7593, 3.3596, -1.1108], [1.5957, -4.0560, -0.1399], [0.0879, -2.2044, 2.2434], [-1.3999, -4.3063, 0.3165], [0.7319, -6.0644, -0.1250], [2.3584, -3.4908, -0.6777], [-0.2185, 5.4157, -0.4732], [-3.4839, 4.6376, -0.9751], [-1.8784, -2.5406, -3.6314], [2.4227, -5.9873, -0.5998], [0.0922, -3.8518, -2.5125], [-3.2249, -3.2258, -0.1587], [0.2917, 6.3232, 2.1471], [-3.4170, -4.4769, 1.0687], [-2.6296, -2.9392, 1.4686], [3.8512, 1.6929, 3.2388], [-1.7009, 1.8482, 1.8422], [-2.2879, -1.9854, -2.0258], [0.3510, -2.1364, -2.5932], [-0.7009, 5.4485, -4.1349], [-2.3065, -3.7115, -2.3616], [-2.7881, 6.0262, -2.9239], [-1.5050, -5.0319, -0.4922], [-1.2752, 5.0751, 0.8881], [1.8825, -4.0701, 0.9101], [3.3542, -1.9663, 1.6787], [3.8804, 0.6179, 1.8395], [1.1631, -2.8296, 4.3745], [2.3957, 5.2218, 1.1151], [0.5924, 3.4883, -3.4958], [1.1805, -5.4979, -1.7355], [-0.9573, -4.8341, 1.1637], [-0.6232, -2.7794, 2.8327], [2.6946, 0.3428, 3.1201]], "mulliken_charge": [-0.667, 1.366, 1.037, -0.621, -0.787, -0.602, -0.460, -0.606, -0.725, -0.809, -0.444, -0.734, 1.303, -0.976, -1.230, -0.387, -0.815, -1.127, -0.384, 1.148, 1.090, -0.927, 1.612, -1.300, -1.414, 0.923, -0.269, -0.467, -1.527, 0.669, -0.207, -0.607, -1.110, 0.458, -0.504, -0.563, 1.236, -0.569, -1.320, -0.905, 0.298, 0.390, -0.080, 0.437, 0.307, 0.445, 0.614, 0.175, 0.400, 0.459, 0.237, 0.526, 0.712, 0.218, 0.563, 0.377, 0.310, 0.360, 0.594, 0.337, 0.347, 0.309, 0.165, 0.364, 0.476, 0.348, 0.339, 0.566, 0.369, 0.260]}

=====

{"formula": "C36H46CrIN7O4PSi", "method": "the ωB97M-V functional and the def2-TZVPD basis", "total_charge": 2, "relative_energy_ev": 1.9122, "spin_multiplicity": 4, "elements": ["I", "Cr", "P", "Si", "O", "O", "O", "O", "N", "N", "N", "N", "N", "N", "N", "C", "C", "C", "C", "C", "C", "C", "C", "C", "C", "C", "C", "C", "C", "C", "C", "C", "C", "C", "C", "C", "C", "C", "C", "C", "C", "C", "C", "C", "C", "C", "C", "C", "C", "C", "C", "H", "H", "H", "H", "H", "H", "H", "H", "H", "H", "H", "H", "H", "H", "H", "H", "H", "H", "H", "H", "H", "H", "H", "H", "H", "H", "H", "H", "H", "H", "H", "H", "H", "H", "H", "H", "H", "H", "H", "H", "H", "H", "H", "H", "H", "H"], "positions_angstrom": [[-2.3377, -2.5476, -1.4451], [-0.5193, 0.1347, -0.4541], [0.8011, -1.9278, -0.4536], [-0.8226, 0.7489, -3.7867], [-0.5198, 0.3349, -2.1969], [0.0421, 0.1959, 1.3110], [0.5093, -0.1360, 3.4268], [-2.8324, 0.6105, 0.1370], [-3.6129, 2.7397, -0.2189], [0.2891, 3.7561, -0.6823], [-2.5630, 2.8271, 5.1417], [-2.4569, 0.6546, 4.3541], [-1.3212, 2.1875, -0.2912], [-0.6251, 1.5603, 5.3830], [2.1414, 1.9528, 1.2858], [0.0913, -4.1719, -5.3116], [4.1468, 0.3663, -0.6699], [-1.2423, -3.9113, -5.3386], [1.2040, -4.2134, 1.0842], [2.2422, -4.2255, -4.1985], [-1.1246, -3.1081, -3.0606], [4.7774, 0.1698, 0.5550], [0.5360, 0.5821, 2.4364], [-3.2925, 4.0360, -0.4908], [-0.6748, -2.8671, 1.7380], [0.2662, 2.6221, 5.8327], [0.8679, -3.8854, -4.1638], [0.9191, -5.1075, 2.1052], [1.1921, -2.9381, -1.9324], [1.8498, 2.4059, 3.7535], [-5.0163, 2.3164, -0.1621], [0.4131, -3.0816, 0.8965], [-2.6013, 0.3413, -4.1584], [3.0493, -3.9771, -3.1362], [-1.8539, -3.3969, -4.1839], [2.9607, -0.2911, -0.9489], [2.5161, -3.3056, -2.0238], [-0.9949, 3.4524, -0.5363], [-2.6075, 1.8053, -0.1072], [-0.5672, 2.5902, -3.9721], [1.2083, 1.9613, 2.4214], [0.2906, -3.2852, -3.0025], [-0.9664, -3.7658, 2.7508], [0.3586, -0.1998, -4.8611], [2.4002, -1.1652, -0.0132], [3.0217, -1.3437, 1.2174], [-0.1674, -4.8854, 2.9383], [-2.0172, 4.4461, -0.6390], [-1.8670, 1.6896, 4.9675], [4.2102, -0.6758, 1.4976], [1.0186, 3.3080, 4.6925], [-2.9259, -3.2538, -4.1774], [-5.0604, 1.3304, 0.2864], [0.9794, 2.1535, 6.5098], [5.7130, 0.6697, 0.7688], [0.1378, -0.0395, -5.9190], [-3.2602, 0.6458, -3.3413], [-4.1295, 4.7165, -0.5726], [2.6721, 2.8175, 1.2894], [0.4235, 2.9057, -3.6393], [2.4755, -0.1448, -1.9094], [-2.1899, 3.5369, 5.7495], [-2.9149, 0.8711, -5.0612], [0.4117, 2.6743, 2.1670], [-2.7525, -0.7251, -4.3285], [4.0949, -4.2514, -3.1478], [2.8196, 1.2005, 1.3808], [0.2877, -1.2718, -4.6646], [-5.4336, 2.2672, -1.1666], [1.5396, -5.9830, 2.2405], [3.2015, -3.0479, -1.2289], [-3.5678, 2.7837, 5.0950], [-1.8397, -4.1259, -6.2137], [-1.3193, 3.1578, -3.4168], [-0.1384, 0.7376, 5.0264], [1.3919, 0.1110, -4.6899], [2.5846, -1.9982, 1.9606], [-1.3054, -1.9982, 1.5948], [2.0410, -4.4124, 0.4264], [-1.8789, -0.1294, 4.0809], [2.2417, 1.5378, 4.2899], [0.5870, -4.6137, -6.1663], [-0.3977, -5.5900, 3.7262], [-3.3072, 0.7917, 3.8341], [-0.6645, 2.8705, -5.0237], [4.5879, 1.0232, -1.4082], [1.7085, 3.9979, 5.1822], [-1.8277, -3.6059, 3.3873], [2.7186, 2.9993, 3.4653], [-0.2855, 3.3463, 6.4333], [0.5735, 4.6927, -0.9098], [-5.5840, 3.0265, 0.4348], [0.3363, 3.9316, 4.1053], [2.6296, -4.6973, -5.0926], [4.6992, -0.8318, 2.4505], [0.9911, 3.0602, -0.4549], [-1.7831, 5.4801, -0.8386]], "mulliken_spin": [0.017, 3.212, -0.021, 0.003, -0.027, -0.246, 0.007, 0.043, 0.000, 0.007, 0.000, 0.000, -0.010, 0.000, 0.018, 0.001, 0.001, 0.001, -0.002, -0.002, -0.015, -0.001, -0.028, 0.000, 0.024, 0.000, 0.002, -0.001, 0.000, 0.001, 0.001, -0.021, -0.003, -0.001, 0.006, 0.045, -0.006, -0.009, 0.009, 0.004, 0.001, 0.012, -0.001, 0.008, -0.043, 0.014, 0.000, 0.001, 0.000, 0.002, 0.000, 0.000, 0.000, 0.000, 0.000, -0.001, 0.000, 0.000, 0.001, -0.001, -0.007, 0.000, -0.001, 0.002, 0.001, 0.000, 0.000, -0.003, 0.000, 0.000, -0.001, 0.000, 0.000, -0.001, 0.000, 0.000, 0.000, -0.004, 0.000, 0.000, 0.000, 0.000, 0.000, 0.000, 0.000, 0.000, 0.000, 0.000, 0.000, 0.000, -0.001, 0.001, 0.000, 0.000, 0.000, 0.011, 0.000]}

=====

{"formula": "C4H15N2O2S", "method": "the ωB97M-V functional and the def2-TZVPD basis", "total_charge": -1, "relative_energy_ev": 0.1508, "elements": ["S", "O", "O", "N", "N", "C", "C", "C", "C", "H", "H", "H", "H", "H", "H", "H", "H", "H", "H", "H", "H", "H", "H", "H"], "positions_angstrom": [[-2.5069, -0.1765, -2.1741], [-1.2959, 1.4228, 1.3225], [-0.6541, 2.3560, -1.4215], [1.7181, -0.7793, 0.5007], [0.9930, 0.1011, 2.7245], [-0.5011, -1.3255, -0.5503], [0.8747, -0.6494, -0.6717], [-1.1878, -1.4614, -1.9047], [1.7627, 0.2683, 1.5034], [-1.0922, -0.8376, 0.2169], [-1.4564, 2.8043, -1.1279], [1.3890, -1.0060, -1.5662], [0.5720, -0.8035, 2.8403], [-1.1379, 1.6855, -1.9759], [1.8598, -1.6846, 0.9200], [-0.3475, -2.3521, -0.1837], [-1.5607, -2.4837, -2.0090], [-0.5277, -1.3152, -2.7505], [-1.0589, 1.0256, 0.4698], [0.3650, 0.8829, 2.8032], [0.7711, 0.4032, -0.8404], [2.8306, 0.3444, 1.7512], [-1.3756, 2.3533, 1.0890], [1.5664, 1.2271, 1.0346]], "nbo_charge": [-0.728, -0.965, -1.009, -0.661, -0.891, -0.429, -0.215, -0.508, -0.042, 0.204, 0.451, 0.171, 0.360, 0.500, 0.350, 0.171, 0.176, 0.186, 0.501, 0.389, 0.210, 0.136, 0.460, 0.184]}